Run a
One molecule with the formula C6H8OS, computed with wB97M-V/def2-TZVPD.

Each line ends with the Löwdin charge.
Cartesian coordinates (Å):
S 2.53400 -2.06755 0.81891  0.6660
O 0.99900 -0.11028 1.35251  -0.0550
C 0.48762 -1.08055 -0.82169  -0.1412
C 1.30705 -1.00158 0.44025  -0.8302
C 0.06382 1.31276 -0.43760  -0.0836
C -1.30589 0.04562 0.54543  -0.0672
C -0.07612 0.79753 0.99932  -0.2654
C -0.59742 0.02536 -0.85040  -0.2621
H 1.12535 -0.95732 -1.65433  0.1059
H -0.10340 1.47386 1.82401  0.1433
H -1.18756 -0.01753 -1.73888  0.1274
H 0.02427 -2.09590 -0.82498  0.1380
H -2.10585 0.82443 0.49227  0.1296
H 1.08956 1.52797 -0.65378  0.1201
H -0.59539 2.20362 -0.55225  0.1376
H -1.65905 -0.88046 1.06121  0.1369

## Properties
M: 128.196 g/mol
structure (SMILES): S=C1C[C@H]2C[C@H](C2)O1
HOMO: -8.35 eV

=====

Run b
One molecule with the formula C6H8OS, computed with wB97M-V/def2-TZVPD.

Each line ends with the Löwdin charge.
Cartesian coordinates (Å):
S -2.22742 -1.31107 -0.18986  0.7807
O 0.43076 0.09396 -1.27644  0.0001
C -0.68498 1.13166 0.51076  -0.2110
C -1.83438 0.45710 -0.20236  -0.5443
C 0.43599 0.27893 1.00731  -0.0076
C 0.96273 -0.29011 -0.09238  -0.3725
C -0.67898 0.97358 -0.98372  -0.2243
C 2.18930 -1.18257 -0.17735  -0.0035
H 0.91630 0.28616 1.94361  0.0959
H -0.67559 1.83382 -1.64818  0.1537
H 3.04338 -0.58145 -0.57712  0.0953
H -2.72219 1.07415 -0.31794  0.0984
H -0.96330 2.06677 1.01334  0.1421
H -2.63827 -1.32854 1.04645  -0.1630
H 2.44720 -1.50092 0.82572  0.0750
H 1.99945 -2.00148 -0.88184  0.0850

## Properties
M: 128.196 g/mol
structure (SMILES): CC1=C[C@@H]2[C@H](S)[C@@H]2O1
HOMO: -8.31 eV

=====

Run c
C6H8OS as an isolated structure, computed with wB97M-V/def2-TZVPD.

Each line ends with the Löwdin charge.
Cartesian coordinates (Å):
S 0.60661 1.56797 -1.01226  0.8763
O -1.78538 -0.88013 -1.13226  -0.0397
C -1.10560 1.27416 0.12494  -0.3183
C 1.33340 0.27754 -0.08608  -0.6352
C -0.67825 0.14259 1.19076  -0.1588
C -0.52915 -0.75643 -1.14228  -0.2817
C 1.57458 -1.22749 -0.24730  -0.0105
C 0.21555 -0.56127 0.20023  -0.4924
H -1.73556 -0.08073 1.45779  0.1121
H -1.57569 2.51703 0.57414  0.1618
H 2.19668 -1.55491 0.73373  0.1540
H -2.09167 0.67239 -0.48045  0.1370
H 1.94218 0.45685 0.90340  0.1479
H -0.19778 0.55786 2.15007  0.1329
H 1.67247 -1.76909 -1.15865  0.0799
H 0.15761 -0.63634 -2.07579  0.1347

## Properties
M: 128.196 g/mol
HOMO: -8.89 eV

=====

Run d
C6H8OS as an isolated structure, computed with wB97M-V/def2-TZVPD.

Each line ends with the Löwdin charge.
Cartesian coordinates (Å):
S 1.13813 -0.77118 -1.29879  0.9463
O -1.71991 1.36214 -0.82825  0.1110
C -0.33244 -0.54814 -0.17047  -0.6313
C 0.64972 -0.35287 1.00559  -0.1937
C 0.68392 1.65207 -0.31174  -0.1354
C 1.54491 0.43432 0.05025  -0.4954
C -1.48161 -1.52166 -0.17399  -0.0517
C -0.65311 0.91264 -0.50456  -0.4272
H 2.61570 0.61097 0.26550  0.1185
H -1.14916 -2.51993 0.02920  0.0686
H -2.22830 -1.23358 0.59813  0.1027
H -1.97303 -1.50736 -1.16060  0.0936
H 1.10087 -1.29612 1.30472  0.1079
H 0.98972 2.19810 -1.20786  0.1199
H 0.22938 0.21201 1.88538  0.1390
H 0.58522 2.36859 0.51749  0.1270

## Properties
M: 128.196 g/mol
HOMO: -8.86 eV

=====

Which is most stable? The ranking, best first, is run d, run a, run b, run c.

=====

Run a
One molecule with the formula C6H8OS, computed with wB97M-V/def2-TZVPD.

Each line ends with the Löwdin charge.
Cartesian coordinates (Å):
S -2.27029 -0.09233 -0.05174  0.8296
O 1.68519 -1.33034 0.07365  -0.0793
C -0.53751 0.62761 -0.31711  -0.6610
C -0.55614 -0.47154 0.44798  -0.6401
C 2.11417 0.02950 -0.03755  -0.1066
C 1.57899 1.24118 0.04098  -0.0957
C 0.14923 1.80310 0.09578  -0.1905
C 0.31245 -1.63800 -0.08433  -0.1911
H -0.17380 2.15985 1.08357  0.1184
H -0.18762 2.76657 -0.57615  0.1741
H 0.15699 -2.66297 0.24874  0.1169
H -0.65257 -0.44693 1.61351  0.1557
H -0.05513 -1.77983 -1.21741  0.1568
H 2.31077 2.07810 -0.02815  0.1142
H -0.08413 0.29580 -1.36076  0.1679
H 3.16148 0.15835 -0.39921  0.1307

## Properties
M: 128.196 g/mol
structure (SMILES): C1=COC[C@@H]2S[C@H]2C1
HOMO: -8.83 eV

=====

Run b
C6H8OS as an isolated structure, computed with wB97M-V/def2-TZVPD.

Each line ends with the Löwdin charge.
Cartesian coordinates (Å):
S 0.13324 1.39288 -0.18226  0.9153
O 0.13728 -1.32363 -0.56545  -0.0821
C -0.78969 -0.23684 -0.85075  -0.4119
C -2.06986 -0.56369 -0.12324  -0.1597
C 1.62085 0.45664 -0.15106  -0.5482
C -2.65843 0.08117 0.88606  0.0105
C 1.02630 -0.78012 0.34414  -0.4456
C 2.45887 -0.45871 0.71282  -0.0099
H -2.37461 -1.57833 -0.39785  0.1081
H 2.54790 -0.34756 1.79018  0.1057
H -0.86253 -0.15821 -1.90483  0.0969
H 0.53122 -0.57578 1.28463  0.1244
H 1.93234 0.14613 -1.13752  0.1058
H -2.29606 1.01527 1.22063  0.0203
H 3.30162 -0.88678 0.22178  0.0951
H -3.53814 -0.30254 1.45502  0.0752

## Properties
M: 128.196 g/mol
HOMO: -8.54 eV

=====

Which is most stable? The ranking, best first, is run a, run b.

=====

Run a
C6H12N2O3 as an isolated structure, computed with wB97M-V/def2-TZVPD.

Each line ends with the Löwdin charge.
Cartesian coordinates (Å):
O -4.06071 0.14549 0.18988  -0.1032
O -2.41774 -0.66142 -1.09848  -0.0055
O 1.33617 -1.53334 0.07629  -0.1217
N -0.41414 0.55868 0.26601  -0.0203
N -2.79972 0.11740 -0.00539  -0.3336
C 0.38447 1.70500 0.43749  -0.3160
C 0.59367 -2.43019 0.87500  -0.0521
C 1.68847 0.39545 -1.07383  -0.1549
C -1.79039 0.71263 0.54700  -0.0744
C 0.71615 -0.66696 -0.75725  -0.1300
C 1.79749 1.38911 0.08517  -0.1843
H -1.94250 1.34572 1.41963  0.1451
H 2.42678 2.25500 -0.20685  0.1327
H 0.51974 -2.00073 1.89692  0.1039
H -0.43639 -2.49247 0.48578  0.0941
H -3.24368 -0.84941 -1.65963  0.1554
H 0.04415 2.55047 -0.24758  0.1282
H 2.66100 -0.16174 -1.28039  0.1460
H 0.41360 2.20687 1.48915  0.1438
H 1.54391 1.03546 -1.96518  0.1293
H 1.06982 -3.41708 0.88739  0.0940
H 2.06591 0.81229 0.94284  0.1007
H -0.15607 -1.01625 -1.30398  0.1228

## Properties
M: 160.173 g/mol
HOMO: -7.26 eV

=====

Run b
A 2-piece molecular cluster, C6H12N2O3 overall, computed with wB97M-V/def2-TZVPD.

Each line ends with the Löwdin charge.
Cartesian coordinates (Å):
O 0.66086 1.42737 1.05545  0.0317
O -1.70518 1.59760 0.48980  0.0860
O -1.77892 -0.46857 -0.37325  0.0600
N 1.77526 -0.08904 -0.16425  0.0844
N 1.53095 -1.15316 0.54532  -0.2233
C -2.26416 0.61604 -0.21263  -0.5271
C -3.63528 1.09261 -0.93563  0.0234
C 0.93266 -2.21131 -0.23950  -0.0086
C 1.87094 2.12786 -0.85074  -0.0168
C 1.37366 1.09633 0.15685  -0.6219
C 2.07069 -1.45276 1.70311  0.1499
H -3.54585 1.36961 -1.97517  0.0657
H -4.19825 0.22402 -0.92338  0.0295
H 1.94121 -2.33034 2.21181  0.0584
H 1.85420 1.67244 -1.89451  0.0894
H -0.77116 1.46468 0.74366  0.0109
H 2.55457 -0.67496 2.34778  0.1248
H -4.10651 1.90777 -0.27928  0.1014
H -0.09000 -1.77874 -0.47468  0.0895
H 0.70068 -3.07919 0.35040  0.0861
H 1.44249 -2.32806 -1.23955  0.1247
H 2.92900 2.54041 -0.62938  0.1001
H 1.18648 3.01012 -0.82153  0.0819

## Properties
M: 160.173 g/mol
HOMO: -9.31 eV

=====

Which is most stable? The ranking, best first, is run b, run a.

=====

Run a
One molecule with the formula C6H12N2O3, computed with wB97M-V/def2-TZVPD.

Each line ends with the Löwdin charge.
Cartesian coordinates (Å):
O 1.92856 1.54847 1.33698  0.1158
O 0.33466 2.16244 2.78993  0.1097
O 0.03894 -0.86341 1.09356  0.0731
N 0.06259 0.77607 -0.47040  0.0881
N 1.31099 -2.67260 -0.62172  0.0470
C -0.28048 1.81229 0.46943  -0.2782
C 0.58208 -1.53544 -1.15914  -0.3972
C 0.65918 1.83109 1.66820  -0.4947
C -1.74608 1.73854 0.94154  -0.0267
C 0.22580 -0.51962 -0.06856  -0.4504
C -0.69575 -2.01635 -1.83005  -0.0576
H -1.93428 2.55543 1.59669  0.0662
H -2.41416 1.84546 0.06516  0.0882
H 0.81641 -2.98096 0.19598  0.0648
H -0.10169 2.78357 -0.03934  0.1672
H 0.37354 1.01598 -1.46326  0.1850
H -1.26847 -1.17600 -2.26266  0.0821
H 1.19975 -1.05020 -1.91540  0.1341
H -0.43997 -2.75549 -2.58820  0.0773
H -1.93381 0.76658 1.42875  0.0929
H -1.35630 -2.50726 -1.08147  0.0957
H 2.21294 -2.35700 -0.24870  0.0863
H 2.42556 1.59842 2.16268  0.1313

## Properties
M: 160.173 g/mol
structure (SMILES): C[C@H](N)C(=O)N[C@@H](C)C(=O)O
HOMO: -9.63 eV

=====

Run b
One molecule with the formula C6H12N2O3, computed with wB97M-V/def2-TZVPD.

Each line ends with the Löwdin charge.
Cartesian coordinates (Å):
O 0.88064 -0.08005 -2.15131  0.1086
O -0.32331 0.62438 0.75015  0.0028
O 0.33711 2.79250 0.14029  0.1011
N 1.73285 1.53083 1.25419  -0.0580
N 1.99606 0.38009 1.89132  -0.0451
C -1.62112 0.92867 -1.48747  -0.0165
C 0.88359 -1.87494 -0.45866  -0.0198
C -0.89416 0.01494 -0.50876  -0.4210
C 0.49822 1.72554 0.67730  -0.5492
C -1.98949 -1.04262 0.02382  -0.0096
C 0.40043 -0.56447 -1.14694  -0.3474
H -2.31067 -1.59866 -0.88323  0.0908
H 0.21315 -2.83335 -0.59836  0.1200
H 1.70361 0.32762 2.94685  0.1348
H -1.51883 -1.67737 0.85414  0.0977
H -2.81286 -0.38817 0.43045  0.0967
H -2.34678 1.54226 -0.89760  0.1212
H 1.08234 -1.76976 0.68939  0.1022
H -1.99146 0.18698 -2.08914  0.0514
H -0.83486 1.40626 -2.09946  0.0949
H 1.80076 -2.15688 -0.85008  0.0312
H 2.09877 2.47074 1.65801  0.1915
H 3.01602 0.05546 1.85507  0.1218

## Properties
M: 160.173 g/mol
structure (SMILES): CC(=O)C(C)(C)OC(=O)NN
HOMO: -9.61 eV

=====

Which is most stable? The ranking, best first, is run a, run b.